Record 1
This record from OMol25 describes the molecule C3H6O2S2 in a non-equilibrium geometry. The level of theory is ωB97M-V/def2-TZVPD.

## Properties
- <S²> = 2.008
- energy relative to the best compared isomer or geometry (same formula, charge and spin) (kJ/mol) = 231.47
- HOMO (alpha / beta) (eV) = -4.423 / -8.553
- frontier orbital gap (alpha / beta) (eV) = 4.707 / 5.207

The geometry in ORCA input format:
```
! wB97M-V def2-TZVPD RIJCOSX def2/J DEFGRID3
* xyz 0 3
C -1.04974 -0.32592 0.51942
C -0.16118 0.96847 0.59473
C -0.55795 -1.26638 -0.56504
O 1.71584 0.88971 -1.33332
O -0.15467 -0.81725 -1.62219
S 1.89077 -1.03066 0.81227
S 1.65959 0.78324 0.27618
H -0.92128 -0.63710 1.56109
H -2.15639 -0.15917 0.18054
H -0.45240 1.81908 -0.02283
H -0.17688 1.30808 1.61202
H -0.53639 -2.22798 -0.15898
H 0.90067 0.69589 -1.85390
*
```


Record 2
This record from OMol25 describes a cluster of 2 separate species, C22H19NO in total in a non-equilibrium geometry. The level of theory is ωB97M-V/def2-TZVPD.

## Properties
- energy relative to the best compared isomer or geometry (same formula, charge and spin) (kJ/mol) = 255.20
- HOMO (eV) = -5.840
- frontier orbital gap (eV) = 2.671

The geometry in ORCA input format:
```
! wB97M-V def2-TZVPD RIJCOSX def2/J DEFGRID3
* xyz 0 1
O -0.91434 -1.96095 1.11047
C -2.14635 -1.94042 1.06643
C -2.91282 -3.14964 1.04075
C -4.27144 -3.11467 1.00111
C -4.96916 -1.89558 0.98697
C -6.34971 -1.87621 0.95285
N -7.51885 -1.86263 0.92463
C -4.23312 -0.69901 1.00493
C -2.87373 -0.70724 1.03981
H -2.37941 -4.08404 1.05403
H -4.83827 -4.03127 0.97859
H -4.77096 0.23481 0.98900
H -2.30943 0.20845 1.04119
C 5.86212 -0.95625 2.41713
C 4.58125 -0.37408 1.93490
C 3.63918 0.16125 2.80774
C 2.44743 0.67131 2.34809
C 2.13621 0.67320 0.96974
C 0.90064 1.22905 0.54874
C 0.34362 1.40973 -0.74293
C -0.90592 2.05892 -0.86389
C -1.48156 2.26992 -2.09541
C -0.85629 1.85236 -3.26685
C -1.47696 2.04409 -4.60492
C 0.37918 1.23172 -3.16262
C 0.96215 1.01656 -1.94590
C 3.11490 0.13979 0.10822
C 4.29427 -0.36539 0.57855
H 6.46234 -1.32971 1.58477
H 6.45383 -0.20916 2.94717
H 5.66800 -1.79498 3.08579
H 3.85859 0.17700 3.86111
H 1.73727 1.08856 3.04218
H 0.28656 1.59869 1.35053
H -1.39911 2.40940 0.02740
H -2.42907 2.77638 -2.16551
H -0.83348 1.65315 -5.39578
H -2.42721 1.51283 -4.66085
H -1.64878 3.10191 -4.80645
H 0.89700 0.92744 -4.05610
H 1.91612 0.54467 -1.96754
H 2.98887 0.11238 -0.94866
H 5.01644 -0.75237 -0.11939
*
```


Record 3
This record from OMol25 describes a cluster of 2 separate species, C4H5Cl2OS in total in a non-equilibrium geometry. The level of theory is ωB97M-V/def2-TZVPD.

## Properties
- energy relative to the best compared isomer or geometry (same formula, charge and spin) (kJ/mol) = 0.00
- HOMO (eV) = -2.771
- frontier orbital gap (eV) = 5.785

The geometry in ORCA input format:
```
! wB97M-V def2-TZVPD RIJCOSX def2/J DEFGRID3
* xyz -1 1
C 2.11875 -1.62476 1.12245
C -0.19213 0.58186 -1.44502
C -0.74194 0.93370 -0.06673
C -0.72872 -0.40304 0.67970
O 1.75465 -2.59271 1.61888
S 2.70400 -0.36049 0.51432
Cl -2.31842 -1.13745 0.12494
Cl -0.99946 -0.03624 2.55473
H 0.66750 1.28433 -1.68125
H 0.36104 -0.38192 -1.54592
H -0.94670 0.71847 -2.21521
H -1.74516 1.39583 -0.02080
H 0.06661 1.62243 0.35992
*
```


Record 4
This record from OMol25 describes a cluster of 2 separate species, C2H7N2O2 in total in a non-equilibrium geometry. The level of theory is ωB97M-V/def2-TZVPD.

## Properties
- energy relative to the best compared isomer or geometry (same formula, charge and spin) (kJ/mol) = 192.81
- HOMO (eV) = -3.675
- frontier orbital gap (eV) = 7.018

The geometry in ORCA input format:
```
! wB97M-V def2-TZVPD RIJCOSX def2/J DEFGRID3
* xyz -1 1
N -0.85150 -1.58586 -0.39467
C -1.52325 -1.59186 0.88567
N -2.00296 -0.19733 1.44244
H -0.55044 -2.40305 -0.81737
H -0.33786 -0.77456 -0.63472
H -0.70665 -2.08800 1.57453
H -2.41087 -2.16195 1.05908
H -2.49502 0.16624 0.61422
H -1.19964 0.32638 1.64793
O 4.10204 2.22758 -0.86370
C 3.04369 2.54464 -1.31429
O 2.17233 3.38712 -0.79792
H 2.76011 2.15064 -2.40120
*
```


Record 5
This record from OMol25 describes a structure of composition C20H24As2MoO2S9. The level of theory is ωB97M-V/def2-TZVPD.

## Properties
- <S²> = 2.026
- HOMO (alpha / beta) (eV) = -6.802 / -7.324
- frontier orbital gap (alpha / beta) (eV) = 6.701 / 6.521

The geometry in ORCA input format:
```
! wB97M-V def2-TZVPD RIJCOSX def2/J DEFGRID3
* xyz 0 3
Mo 0.02598 -0.00067 1.27758
S -0.66814 2.40590 0.96768
S -1.56141 2.79041 2.82903
S -0.25108 1.99215 4.16933
S -0.20439 -0.02590 3.69178
O 2.25241 -6.10468 -1.43857
C 1.86512 -5.11211 -0.89319
S 2.94658 -3.92397 -0.12036
C 1.67896 -2.84970 0.41854
C 0.41602 -3.17609 0.12164
S -0.91027 -2.16899 0.61693
S 0.14947 -4.64927 -0.77767
S 2.06667 -1.42775 1.34477
C 2.20245 3.39692 2.01067
As 2.20661 1.49179 1.63317
C 3.50274 0.94442 2.97027
C 3.18162 1.52545 -0.05486
C 4.47859 2.02984 -0.09324
C 5.16906 2.11040 -1.29193
C 4.55966 1.69856 -2.46839
C 3.26595 1.20441 -2.43752
C 2.57087 1.11169 -1.23486
As 0.76560 0.37178 -1.21742
C -0.16233 1.60827 -2.39511
C 0.95560 -1.15899 -2.39294
H 3.23817 3.69868 2.16961
H 1.61251 3.58921 2.90242
H 1.77640 3.93051 1.16674
H 4.35908 1.61636 2.94326
H 3.82297 -0.08167 2.82578
H 3.00144 1.03350 3.93407
H 4.96259 2.35837 0.81871
H 6.18106 2.49344 -1.30809
H 5.09279 1.75914 -3.40823
H 2.80314 0.88241 -3.36321
H 0.39787 1.71257 -3.32343
H -0.25597 2.57475 -1.90384
H -1.15758 1.21896 -2.60625
H 1.17481 -0.81792 -3.40389
H 0.02804 -1.72927 -2.38880
H 1.76288 -1.79095 -2.02859
C -4.12521 1.59369 0.66671
S -2.96944 0.34082 0.11702
O -2.18903 -0.01462 1.38865
C -4.13679 -0.99230 -0.05837
C -4.42331 -1.81269 1.02127
C -5.34386 -2.83465 0.84919
C -5.95991 -3.02370 -0.38118
C -5.65508 -2.19801 -1.45352
C -4.72943 -1.17622 -1.29720
H -4.51169 1.28457 1.63667
H -4.92264 1.64865 -0.07413
H -3.59158 2.53614 0.74290
H -3.90899 -1.66574 1.96177
H -5.57316 -3.49162 1.67751
H -6.67346 -3.82711 -0.50813
H -6.12444 -2.35701 -2.41513
H -4.46450 -0.54219 -2.13563
*
```


Record 6
This record from OMol25 describes a structure of composition C4H11NO2 in a non-equilibrium geometry. The level of theory is ωB97M-V/def2-TZVPD.

## Properties
- energy relative to the best compared isomer or geometry (same formula, charge and spin) (kJ/mol) = 382.79
- HOMO (eV) = -9.315
- frontier orbital gap (eV) = 10.233

The geometry in ORCA input format:
```
! wB97M-V def2-TZVPD RIJCOSX def2/J DEFGRID3
* xyz 0 1
C -1.13891 0.03538 -0.50377
C 0.62327 -0.07082 -0.57671
C 0.84501 -1.37595 1.42360
C -1.56516 1.46366 -0.25179
N 0.97872 -0.07524 0.77446
O 2.63998 -0.06751 0.33672
O -1.61102 -0.44937 -1.73356
H 2.91667 0.79520 0.68930
H -1.30891 0.14088 -2.43987
H -1.51259 -0.63956 0.26464
H 0.89062 0.84976 -1.09924
H 0.85478 -0.97006 -1.15427
H -0.15894 -1.48090 1.84784
H 1.54730 -1.42615 2.25866
H 1.04736 -2.21669 0.75124
H -2.65856 1.53896 -0.25182
H -1.18772 1.82073 0.70790
H -1.20190 2.12767 -1.04335
*
```


Record 7
This record from OMol25 describes a structure of composition C37H30F5IN3O3PV. The level of theory is ωB97M-V/def2-TZVPD.

## Properties
- <S²> = 2.014
- energy relative to the best compared isomer or geometry (same formula, charge and spin) (kJ/mol) = 101.54
- HOMO (alpha / beta) (eV) = -10.742 / -10.745
- frontier orbital gap (alpha / beta) (eV) = 7.867 / 7.907

The geometry in ORCA input format:
```
! wB97M-V def2-TZVPD RIJCOSX def2/J DEFGRID3
* xyz 1 3
V 0.74476 0.42534 0.01353
I -1.82328 1.12709 0.94095
C -1.29458 2.14778 2.70452
C -1.96241 3.33919 2.80119
C -1.88333 4.13392 3.95725
C -1.16927 3.67429 5.01688
C -0.46739 2.44662 4.94693
C 0.20502 2.00646 6.11173
C 0.88729 0.83163 6.12504
C 0.98729 0.10121 4.93190
C 0.38149 0.48988 3.76021
P 0.90355 -0.53440 2.33169
C 0.23461 -2.19292 2.63964
C -0.93312 -2.58106 1.98770
C -1.49468 -3.82297 2.24154
C -0.89243 -4.68651 3.14228
C 0.27855 -4.31123 3.78759
C 0.84156 -3.07114 3.53816
C 2.70838 -0.67201 2.50943
C 3.47224 0.41695 2.92305
C 4.85667 0.36284 2.85304
C 5.48631 -0.77570 2.36938
C 4.72833 -1.85649 1.94019
C 3.34422 -1.80252 1.99633
C -0.45226 1.66150 3.75229
H -2.58524 3.67222 1.98272
H -2.41692 5.07205 4.00165
H -1.12631 4.23353 5.94207
H 0.14832 2.62664 6.99678
H 1.38050 0.47771 7.01908
H 1.60720 -0.78625 4.93614
H -1.39316 -1.92752 1.25975
H -2.39384 -4.12090 1.71989
H -1.32667 -5.65821 3.33419
H 0.75792 -4.98826 4.48111
H 1.76645 -2.80078 4.03102
H 2.98919 1.31121 3.29775
H 5.44295 1.20954 3.18407
H 6.56632 -0.82052 2.32834
H 5.21370 -2.74404 1.55744
H 2.76091 -2.63847 1.63009
C 4.80652 0.39305 -1.28845
C 3.47549 0.92799 -0.86094
O 2.64792 0.08927 -0.45473
C 3.18283 2.34737 -0.90449
C 4.03653 3.21586 -1.61312
C 3.80056 4.56646 -1.66131
C 2.70714 5.09099 -0.96196
C 1.87152 4.27450 -0.23704
C 2.07979 2.88969 -0.20000
O 1.25838 2.15312 0.53083
H 4.86985 -0.65257 -1.00062
H 5.62248 0.96124 -0.84490
H 4.89930 0.46819 -2.37420
H 4.88425 2.80572 -2.14304
H 4.45322 5.21803 -2.22399
H 2.51856 6.15617 -0.98669
H 1.03384 4.67358 0.31822
F 1.59058 -2.10844 -2.05072
C 0.23279 -2.01679 -2.10056
F -0.02597 -1.29643 -0.59634
C -0.27033 -3.38255 -1.61029
F 0.37258 -3.89549 -0.54617
F -0.13410 -4.25521 -2.62286
F -1.57284 -3.31832 -1.29252
C 1.06940 0.74682 -4.35568
N -0.31236 0.53987 -3.93241
C -1.23793 0.02532 -4.77644
C -2.47172 -0.30750 -4.34581
C -2.74673 -0.08517 -2.96798
N -1.83680 0.41231 -2.14040
C -0.61029 0.65836 -2.59945
O 0.32860 1.04558 -1.84428
N -3.95529 -0.36295 -2.46394
H 1.10226 0.73201 -5.44195
H 1.69242 -0.05013 -3.95083
H 1.42326 1.70768 -3.99034
H -0.92328 -0.10338 -5.80216
H -3.20505 -0.72065 -5.01866
H -4.66976 -0.78731 -3.02712
H -4.11303 -0.25748 -1.47636
*
```


Record 8
This record from OMol25 describes a structure of composition C4H7NO2 in a non-equilibrium geometry. The level of theory is ωB97M-V/def2-TZVPD.

## Properties
- energy relative to the best compared isomer or geometry (same formula, charge and spin) (kJ/mol) = 383.45
- HOMO (eV) = -8.649
- frontier orbital gap (eV) = 9.219

The geometry in ORCA input format:
```
! wB97M-V def2-TZVPD RIJCOSX def2/J DEFGRID3
* xyz 0 1
C 0.74004 -0.23431 -1.20801
C 0.15193 0.75062 1.29049
C 0.31246 -0.50891 0.67443
N -0.27085 0.44696 -1.79958
C -0.09125 -1.69401 1.10411
O -0.93442 1.56940 0.35422
O 0.77655 1.44086 2.02355
H -0.88879 2.50647 0.59946
H -0.72417 1.23182 -0.93225
H -1.03398 -0.17747 -2.04620
H 0.91777 -1.26399 -1.51673
H 1.64340 0.35380 -1.06742
H -0.67421 -1.83164 2.00761
H 0.07552 -2.58962 0.51631
*
```


no.,DFT total energy (hartree)
1,-1064.53585
2,-979.61086
3,-1549.22979
4,-340.39786
5,-9050.50752
6,-364.12237
7,-3900.24023
8,-361.73481